Molecular formula: C6H13N3
Method: DFT, ωB97M-V with the def2-TZVPD basis set

Its gap between HOMO and LUMO is 9.4 eV. The HOMO energy is -8.48 eV. Its LUMO energy is 0.92 eV. As for the electronic energy: -400.36547 Ha.

Each line ends with the Mulliken charge.
CARTESIAN COORDINATES (ANGSTROEM)
C  -1.732  -0.496  1.410  -0.8778
C  -1.530  -0.789  -0.180  0.1832
C  -1.810  0.704  -0.666  -0.8381
C  -0.206  -1.409  -0.750  -0.2305
C  2.702  0.386  -0.124  -0.5504
C  1.938  0.112  1.102  -0.3394
H  -2.385  -1.523  2.257  0.2405
H  -0.762  -0.121  1.828  0.2072
H  -2.458  0.593  1.476  0.2515
H  -2.360  -1.429  -0.573  0.4390
H  -1.714  0.476  -1.781  0.3257
H  -2.733  0.817  -0.009  0.3671
H  -0.940  2.577  -1.209  0.2966
H  -0.025  1.466  0.014  0.4820
H  -0.551  -2.324  -1.363  0.2296
H  3.147  -0.288  -0.922  0.2330
H  3.130  1.405  -0.387  0.1892
H  1.849  1.084  1.743  0.2278
H  1.946  -1.030  1.693  0.2620
N  -1.066  1.858  -0.213  -0.6702
N  0.938  -0.978  -0.750  -0.8266
N  1.226  0.155  -0.111  0.3986



Molecular formula: C5H39N2O13S
Method: DFT, ωB97M-V with the def2-TZVPD basis set

Its gap between HOMO and LUMO is 8.7 eV. As for the charge: -1. The HOMO energy is -6.05 eV. Its LUMO energy is 2.62 eV. As for the electronic energy: -1699.81452 Ha.

Each line ends with the Mulliken charge.
CARTESIAN COORDINATES (ANGSTROEM)
C  0.096  -0.301  -0.861  -0.6883
N  -0.815  -1.152  -0.090  0.3300
C  -2.235  -1.069  -0.473  0.2397
C  -3.209  -1.005  0.685  -0.8813
S  -3.791  0.730  1.032  -0.2667
C  1.523  -0.849  -0.865  2.7006
N  1.624  -1.939  -1.932  -0.6411
C  2.595  0.212  -1.064  -1.4536
H  -0.245  -0.352  -1.896  0.7152
H  0.160  0.744  -0.555  -0.1032
H  -0.716  -1.026  0.906  -0.0395
H  -2.488  -0.285  -1.188  0.0376
H  -2.394  -1.996  -1.032  0.0320
H  -2.723  -1.349  1.598  0.2885
H  -4.147  -1.503  0.480  0.4447
H  1.785  -1.445  -0.003  -1.8036
H  0.856  -1.753  -2.566  0.2069
H  2.502  -1.794  -2.417  0.2781
H  2.431  1.042  -0.380  0.0182
H  2.632  0.566  -2.094  0.5775
H  3.590  -0.181  -0.842  0.4255
H  1.264  3.160  -1.555  0.3184
H  0.593  3.951  -2.645  0.3524
O  1.471  3.645  -2.385  -0.7269
H  1.540  -3.572  0.065  0.3423
H  1.042  -3.101  1.425  0.4563
O  1.783  -3.564  1.002  -0.7394
H  -2.688  1.178  1.658  0.1054
H  0.213  3.912  0.191  0.1160
O  0.299  2.959  0.057  -1.1336
H  -1.460  1.686  -3.044  0.3086
H  -2.626  1.691  -2.261  0.3074
O  -2.331  1.256  -3.079  -0.6695
H  2.965  -1.459  1.300  0.4197
H  3.244  -1.111  2.777  0.2799
O  3.540  -0.947  1.879  -0.7212
H  -1.606  -3.185  -2.221  0.3119
H  -0.609  -3.162  -1.065  0.3046
O  -1.170  -3.762  -1.585  -0.7309
H  0.317  0.535  1.611  -0.0811
H  1.730  0.317  2.106  0.3054
O  0.886  -0.154  2.010  -0.3435
H  0.605  -3.058  3.614  0.2953
H  0.593  -1.637  2.927  0.3310
O  0.071  -2.453  3.086  -0.7260
H  -2.158  3.903  -1.063  0.2583
H  -0.782  3.199  -1.142  0.4266
O  -1.531  3.570  -1.713  -0.7575
H  -0.203  2.461  2.885  0.3501
H  -0.272  2.257  1.316  0.0016
O  -0.731  2.023  2.208  -0.5325
H  -0.878  0.408  3.787  0.3370
H  -0.816  -1.078  4.129  0.4200
O  -1.220  -0.241  4.415  -0.7166
H  -0.967  -1.082  -4.393  0.2724
H  -2.187  -0.519  -3.700  0.3568
O  -1.684  -1.352  -3.809  -0.6013
H  1.498  2.817  1.302  0.4587
H  3.031  2.618  1.494  0.2833
O  2.198  2.598  1.973  -0.6566



Molecular formula: C42H36BrN4O2PbS5
Method: DFT, ωB97M-V with the def2-TZVPD basis set

Its gap between HOMO and LUMO is 5.0 eV. As for the charge: +3. The HOMO energy is -15.11 eV. Its LUMO energy is -10.13 eV. As for the electronic energy: -6748.52801 Ha.

Each line ends with the Mulliken charge.
CARTESIAN COORDINATES (ANGSTROEM)
Pb  -0.265  0.187  -0.622  1.1534
O  4.705  -2.424  2.807  -0.5174
C  3.625  -1.971  2.191  0.8062
C  2.367  -1.851  2.796  -0.6333
C  1.324  -1.369  2.044  -0.9123
N  1.438  -1.019  0.756  0.2908
C  2.640  -1.145  0.203  0.3162
Br  2.771  -0.690  -1.638  -0.1583
C  3.764  -1.597  0.848  -0.7641
H  4.535  -2.665  3.726  0.3612
H  2.213  -2.124  3.831  0.4243
H  0.344  -1.238  2.483  0.4495
H  4.717  -1.686  0.348  0.6282
S  -1.836  -2.098  -0.744  -0.3477
C  -2.111  -2.400  0.895  0.2424
N  -2.045  -3.604  1.421  0.2777
C  -2.456  -3.824  2.810  -0.6776
C  -3.658  -2.956  3.087  -0.8755
N  -3.270  -1.563  2.852  0.2598
C  -3.804  -0.514  3.753  -1.6759
C  -4.883  0.319  3.104  1.0109
C  -4.803  1.708  3.149  -0.3037
C  -5.819  2.483  2.612  -0.7263
C  -6.914  1.876  2.016  -0.4514
C  -6.997  0.489  1.965  -0.7956
C  -5.989  -0.286  2.514  -0.1892
C  -2.494  -1.266  1.828  0.3165
S  -1.932  0.308  1.586  -0.2035
C  -1.480  -4.772  0.703  -2.0952
C  -0.018  -4.923  1.052  0.8679
C  0.956  -4.400  0.204  -0.2127
C  2.301  -4.553  0.509  -0.6091
C  2.681  -5.214  1.668  -0.6395
C  1.715  -5.736  2.517  -0.8410
C  0.371  -5.598  2.205  -0.2988
H  -1.624  -3.596  3.483  0.2334
H  -2.708  -4.876  2.919  0.5805
H  -3.980  -3.051  4.121  0.5477
H  -4.495  -3.223  2.437  0.2779
H  -2.964  0.113  4.060  0.5499
H  -4.177  -1.037  4.632  0.5093
H  -3.948  2.183  3.617  0.4030
H  -5.759  3.562  2.665  0.4081
H  -7.710  2.480  1.603  0.4249
H  -7.859  0.015  1.517  0.4234
H  -6.086  -1.366  2.497  0.3394
H  -1.627  -4.617  -0.361  0.6871
H  -2.067  -5.637  1.009  0.5996
H  0.658  -3.910  -0.713  0.4894
H  3.055  -4.186  -0.176  0.5762
H  3.730  -5.356  1.892  0.5461
H  2.009  -6.283  3.403  0.4733
H  -0.373  -6.056  2.847  0.4550
S  -0.365  3.120  -2.388  -0.0694
C  -0.429  2.129  -3.727  0.1917
N  -0.380  0.790  -3.702  0.0781
C  -0.511  0.285  -4.931  -0.1953
C  -0.510  -1.098  -5.248  -0.5690
C  -0.670  -1.468  -6.549  -0.6413
C  -0.837  -0.498  -7.575  -0.4263
C  -0.844  0.846  -7.316  -0.7000
C  -0.667  1.248  -5.986  1.0179
S  -0.594  2.811  -5.337  -0.0916
H  -0.394  -1.820  -4.451  0.4816
H  -0.679  -2.513  -6.828  0.4350
H  -0.961  -0.841  -8.593  0.4205
H  -0.976  1.567  -8.110  0.4408
O  1.369  2.341  0.082  -0.5967
S  1.721  3.254  -1.024  0.7460
C  3.385  2.971  -1.540  0.9746
C  4.301  2.516  -0.601  -0.5069
C  5.611  2.333  -1.006  -0.7807
C  5.980  2.591  -2.321  -0.4844
C  5.046  3.033  -3.249  -0.8214
C  3.727  3.221  -2.862  -0.2144
C  1.589  4.922  -0.452  0.8054
C  1.273  5.144  0.881  -0.3203
C  1.183  6.455  1.322  -0.7674
C  1.398  7.504  0.440  -0.4811
C  1.701  7.259  -0.896  -0.7450
C  1.795  5.958  -1.355  -0.4859
H  3.995  2.326  0.420  0.4679
H  6.354  2.001  -0.294  0.4749
H  7.009  2.449  -2.624  0.4539
H  5.345  3.227  -4.270  0.4534
H  2.983  3.557  -3.575  0.4134
H  1.112  4.311  1.552  0.4401
H  0.951  6.659  2.358  0.4298
H  1.327  8.524  0.792  0.4316
H  1.864  8.084  -1.575  0.4350
H  2.029  5.760  -2.394  0.3048



Molecular formula: C28H33N6O3PSr
Method: DFT, ωB97M-V with the def2-TZVPD basis set

Its gap between HOMO and LUMO is 7.1 eV. The HOMO energy is -7.27 eV. Its LUMO energy is -0.14 eV. As for the electronic energy: -2013.17599 Ha.

Each line ends with the Mulliken charge.
CARTESIAN COORDINATES (ANGSTROEM)
Sr  -0.706  -0.088  0.002  1.9410
C  -2.617  -2.100  0.440  -0.6873
C  -1.477  -2.908  0.218  -0.2537
C  -1.103  -2.764  -1.134  -0.4342
C  -1.998  -1.859  -1.743  -0.8039
C  -2.935  -1.453  -0.769  -1.0355
H  -3.182  -2.038  1.360  0.4627
H  -1.025  -3.564  0.950  0.4335
H  -0.299  -3.283  -1.638  0.5073
H  -2.009  -1.582  -2.788  0.4868
H  -3.787  -0.809  -0.938  0.4395
N  3.279  -2.703  -0.537  0.1547
C  2.054  -2.496  -0.045  -0.9655
N  1.757  -1.217  -0.145  0.6559
C  2.863  -0.682  -0.713  -0.0598
N  3.816  -1.546  -0.984  -0.8507
C  2.943  0.774  -0.944  0.2512
C  4.000  1.361  -1.632  -0.5844
N  4.064  2.673  -1.813  -0.6416
C  3.067  3.390  -1.301  -0.6235
C  2.007  2.804  -0.623  -0.6089
N  1.937  1.491  -0.447  0.9475
H  3.794  -3.564  -0.611  0.2270
H  1.426  -3.266  0.366  0.6193
H  4.796  0.751  -2.038  0.5129
H  3.107  4.463  -1.432  0.4365
H  1.199  3.405  -0.224  0.5176
C  0.024  2.776  -3.952  -1.0142
C  -0.247  4.066  -3.520  -0.5645
C  -0.710  4.267  -2.237  -0.8005
C  -0.891  3.182  -1.369  -0.4593
N  -0.628  1.938  -1.804  0.1988
C  -0.197  1.754  -3.051  -0.2788
C  -1.357  3.344  0.048  1.7758
C  -1.497  4.638  0.569  -0.4523
C  -1.972  4.825  1.855  -1.0140
C  -2.321  3.715  2.616  -0.6810
C  -2.139  2.444  2.088  -0.6653
C  -1.634  2.185  0.801  -0.3653
H  0.379  2.565  -4.950  0.4296
H  -0.103  4.911  -4.182  0.4279
H  -0.939  5.269  -1.909  0.3403
H  -0.012  0.723  -3.338  0.4418
H  -1.242  5.517  -0.008  0.2770
H  -2.080  5.826  2.254  0.3733
H  -2.722  3.850  3.614  0.4317
H  -2.397  1.600  2.727  0.4466
C  -1.963  0.963  5.689  -1.0627
C  -1.311  -0.205  4.991  -0.2330
O  0.017  0.163  4.582  -0.2538
P  0.411  -0.002  3.018  0.8547
O  1.262  -1.377  2.964  -0.2185
C  2.608  -1.536  3.430  -0.1742
C  2.724  -1.430  4.934  -1.2506
O  1.652  1.031  2.947  -0.5107
C  1.423  2.441  2.757  0.5477
C  1.140  3.147  4.062  -1.2949
H  -2.952  0.677  6.049  0.4043
H  -2.076  1.808  5.011  0.0221
H  -1.364  1.283  6.541  0.3394
H  -1.893  -0.523  4.121  0.1753
H  -1.214  -1.065  5.657  0.3824
H  3.237  -0.795  2.931  0.2450
H  2.910  -2.529  3.090  0.3889
H  2.487  -0.426  5.281  0.2271
H  3.745  -1.669  5.235  0.4360
H  2.052  -2.132  5.426  0.2904
H  0.601  2.578  2.047  -0.4002
H  2.342  2.810  2.301  0.3062
H  0.162  2.881  4.456  0.1021
H  1.152  4.225  3.896  0.4755
H  1.895  2.898  4.808  0.3091